{"formula": "C15H56BN22O11S", "method": "wB97M-V/def2-TZVPD", "largest_force_ha_per_bohr": 0.0123, "orbital_gap_ev": 6.27, "lumo_energy_ev": 1.57, "charge": -1, "elements": ["C", "B", "C", "S", "C", "C", "H", "H", "H", "H", "H", "H", "H", "H", "H", "H", "H", "H", "C", "O", "N", "N", "H", "H", "H", "H", "C", "O", "N", "N", "H", "H", "H", "H", "C", "O", "N", "N", "H", "H", "H", "H", "C", "O", "N", "N", "H", "H", "H", "H", "C", "O", "N", "N", "H", "H", "H", "H", "C", "O", "N", "N", "H", "H", "H", "H", "C", "O", "N", "N", "H", "H", "H", "H", "C", "O", "N", "N", "H", "H", "H", "H", "C", "O", "N", "N", "H", "H", "H", "H", "C", "O", "N", "N", "H", "H", "H", "H", "C", "O", "N", "N", "H", "H", "H", "H"], "positions_angstrom": [[-0.99837, 1.76646, 0.09715], [-1.89122, 0.93396, 1.20652], [-2.41811, 1.84363, 2.48174], [-2.03694, 1.15146, 4.12714], [-0.45195, 1.98649, 4.41048], [-0.61659, 3.50456, 4.59933], [-0.44405, 2.60680, 0.53556], [-1.60029, 2.15016, -0.73140], [-0.25405, 1.07531, -0.31715], [-1.16820, 0.03754, 1.66443], [-2.85517, 0.37919, 0.65047], [-3.49265, 2.04112, 2.45042], [-1.93082, 2.82039, 2.43506], [0.04112, 1.53773, 5.26887], [0.12131, 1.78069, 3.50073], [-1.60863, 3.72137, 4.99457], [0.14960, 3.89984, 5.26505], [-0.53859, 4.01315, 3.63776], [2.86677, 3.32634, 5.53153], [2.14290, 2.73034, 6.31330], [3.77160, 4.27735, 5.93948], [2.80393, 3.10925, 4.19276], [4.35649, 4.77946, 5.30017], [3.82749, 4.46620, 6.92144], [2.12648, 2.43342, 3.88942], [3.34689, 3.58717, 3.49266], [0.33695, -2.63361, 2.19854], [0.67002, -3.77685, 1.90916], [-0.67415, -2.32849, 3.04936], [0.96831, -1.54048, 1.65783], [-0.95911, -1.37739, 3.24097], [-1.17501, -3.08917, 3.46735], [1.71767, -1.70889, 1.01098], [0.69723, -0.59563, 1.88122], [4.54692, 4.58242, 0.67613], [4.00207, 4.13486, 1.67168], [5.60345, 5.44927, 0.74412], [4.13252, 4.25268, -0.57873], [6.05866, 5.82726, -0.06386], [5.92630, 5.71097, 1.65564], [3.34485, 3.63362, -0.65538], [4.55508, 4.60930, -1.41371], [3.78548, -2.30896, -1.89692], [4.89466, -1.81095, -1.73629], [3.11615, -2.23843, -3.07859], [3.13664, -2.97933, -0.89698], [2.20218, -2.64063, -3.21153], [3.56704, -1.74591, -3.82639], [3.61395, -3.07035, -0.01885], [2.20234, -3.34207, -1.00122], [-6.39081, 0.22717, 5.48019], [-6.20076, -0.49605, 6.44383], [-5.40845, 0.65154, 4.64590], [-7.65459, 0.67744, 5.16285], [-5.57908, 1.24293, 3.85488], [-4.46023, 0.36218, 4.81873], [-8.40525, 0.38593, 5.75791], [-7.84619, 1.27184, 4.37996], [-1.49844, 5.13363, -1.31372], [-2.11980, 4.86229, -0.30627], [-1.97287, 6.01312, -2.26380], [-0.28702, 4.56666, -1.59589], [-1.47447, 6.24203, -3.10155], [-2.86183, 6.43880, -2.08462], [0.03759, 3.86099, -0.95614], [0.24468, 4.74698, -2.42659], [-0.69318, -1.92127, -1.93823], [0.46245, -2.29081, -2.21473], [-1.68161, -1.92342, -2.87571], [-1.00902, -1.46816, -0.72150], [-2.62893, -1.62398, -2.70293], [-1.43770, -2.23901, -3.79493], [-0.29357, -1.37652, -0.01440], [-1.92364, -1.12349, -0.46550], [1.97349, 1.92214, -2.70361], [2.30443, 3.08715, -2.90992], [0.71852, 1.45983, -2.95942], [2.83337, 0.99015, -2.20558], [0.42797, 0.51989, -2.75460], [0.03938, 2.11963, -3.28657], [3.77386, 1.27552, -2.01003], [2.56766, 0.03688, -2.02821], [-4.65522, -0.60276, -4.76185], [-4.28387, -0.91850, -3.64533], [-4.27417, 0.57075, -5.34515], [-5.48069, -1.39701, -5.50870], [-4.56836, 0.85796, -6.25842], [-3.67946, 1.17371, -4.80667], [-5.78203, -2.25877, -5.09445], [-5.80244, -1.15320, -6.42530], [4.19093, -6.85442, -2.94549], [4.20932, -7.88375, -3.60523], [3.27359, -6.60881, -1.97265], [5.11076, -5.85521, -3.14544], [3.25686, -5.76258, -1.43365], [2.55178, -7.29166, -1.81164], [5.80280, -6.00114, -3.85417], [5.10850, -4.99397, -2.62977], [-0.57383, -7.06860, -2.28227], [0.43579, -7.34218, -1.65922], [-1.36170, -8.03139, -2.85562], [-0.99826, -5.78174, -2.44619], [-2.19815, -7.82808, -3.36692], [-1.06689, -8.98340, -2.75027], [-0.45534, -5.05633, -2.01032], [-1.83500, -5.53355, -2.93711]]}